C28H21BrCuGeN2O | ωB97M-V with the def2-TZVPD basis set

Calculated values
- DFT total energy (Eh) = -7555.2563
- charge = +2
- multiplicity = 2
- E_LUMO (spin up / spin down) (eV) = -6.66 / -7.88
- maximum force (hartree/bohr) = 0.0105

Cartesian coordinates (Å):
Cu -0.81415 0.05942 0.17600
Br 6.04286 0.35000 -2.46277
C 4.38264 0.61023 -1.64004
C 3.95534 1.89029 -1.31136
C 2.72099 2.08612 -0.70594
C 1.91098 1.00619 -0.42102
O 0.69134 1.23531 0.20803
C 2.31990 -0.28939 -0.75947
C 1.52110 -1.48220 -0.58724
N 0.30444 -1.51200 -0.18546
C -0.47697 -2.70322 -0.10667
C -0.01064 -3.98601 -0.08152
C -0.91737 -5.06901 -0.07770
C -2.26488 -4.85151 -0.10096
C -2.77008 -3.52913 -0.10198
C -4.14618 -3.21342 -0.15527
C -4.54872 -1.90848 -0.19649
C -3.58284 -0.89666 -0.14308
N -2.28926 -1.15246 -0.05733
C -1.86481 -2.46178 -0.07699
C 3.56721 -0.46770 -1.37248
H 4.58426 2.74123 -1.53461
H 2.38451 3.08544 -0.46176
H 1.99961 -2.41982 -0.86924
H 1.05252 -4.18968 -0.06297
H -0.53028 -6.07847 -0.06288
H -2.95926 -5.68181 -0.12020
H -4.87358 -4.01602 -0.18246
H -5.59288 -1.64013 -0.26983
H -3.86974 0.14199 -0.16989
H 3.88593 -1.46596 -1.64709
Ge 0.59400 1.92146 2.01675
C -1.30657 1.58984 2.01247
C -1.85169 0.77420 3.02426
C -3.22094 0.74480 3.24011
C -4.06008 1.54113 2.46708
C -3.54902 2.32291 1.43666
C -2.18048 2.34046 1.19730
C 1.41585 3.61099 2.06331
C 2.68262 3.67358 2.65172
C 3.36900 4.88072 2.67598
C 2.78949 6.01538 2.12527
C 1.52144 5.95884 1.55406
C 0.82999 4.76050 1.52529
H 1.33597 0.83963 2.79514
H -1.19879 0.20050 3.67271
H -3.63145 0.13467 4.03462
H -5.12500 1.54734 2.66548
H -4.21100 2.93685 0.83826
H -1.78479 2.99990 0.43174
H 3.14185 2.79103 3.08105
H 4.35023 4.93602 3.12893
H 3.32427 6.95667 2.14856
H 1.07327 6.85219 1.13944
H -0.15953 4.73034 1.08515


H36N8O10S2 | ωB97M-V with the def2-TZVPD basis set

Calculated values
- DFT total energy (Eh) = -2006.9254
- charge = +4
- multiplicity = 1
- E_LUMO (eV) = -12.39
- maximum force (hartree/bohr) = 0.1286

Cartesian coordinates (Å):
N -3.25527 -1.52182 0.48513
H -4.06301 -1.03548 0.87946
H -3.23038 -2.52643 0.71080
H -2.38540 -1.14125 0.94283
H -3.31169 -1.37962 -0.52346
N 0.52993 -3.33494 0.44758
H 0.21524 -2.37651 0.59584
H 1.05543 -3.56105 1.29008
H 1.23683 -3.26845 -0.40942
H -0.28389 -3.92188 0.28841
N -2.57903 1.89861 3.22444
H -2.81324 2.79451 2.79242
H -2.06760 2.13639 4.07985
H -2.07058 1.27016 2.49269
H -3.42614 1.37501 3.46710
N 2.72407 -1.38476 -0.72584
H 2.41486 -2.13757 -1.40173
H 3.16130 -1.88321 0.05230
H 1.82765 -0.86340 -0.43071
H 3.41686 -0.81314 -1.20485
N 1.44333 3.11357 -1.39501
H 2.30941 2.57793 -1.46477
H 0.72011 2.63417 -0.77415
H 1.03068 3.06930 -2.33315
H 1.51887 4.09950 -1.13123
N -0.45159 -0.69981 -4.02303
H -0.15051 -1.63328 -3.46573
H -1.28334 -0.75807 -4.60893
H 0.34240 -0.34966 -4.55789
H -0.71090 -0.11830 -3.22954
N 2.48817 3.08159 2.45231
H 1.77030 2.42105 2.03230
H 2.09418 4.02568 2.35096
H 3.36815 3.07460 1.93881
H 2.48552 2.93097 3.46987
N -2.45242 2.81656 -2.18099
H -2.02642 3.51651 -2.79577
H -2.85924 2.01463 -2.66041
H -3.14795 3.31475 -1.61442
H -1.69215 2.50786 -1.49395
S -0.23012 0.53106 0.53534
O -0.65034 1.45839 -0.58732
O 0.19182 -0.73785 -0.10788
O 0.94799 1.16510 1.19522
O -1.30503 0.26475 1.55016
S 1.49112 -3.58561 -2.75226
O 2.39616 -3.15129 -3.80368
O 2.20375 -3.39945 -1.41916
O 0.21327 -2.75964 -2.79796
O 1.11386 -4.97028 -2.90756
O 1.28192 0.43236 3.71068
H 1.77323 -0.39772 3.75741
H 0.93408 0.49107 2.80304
O -0.88007 -2.08614 2.90265
H -0.93977 -1.17389 2.59340
H -0.43438 -2.04561 3.75971


CH3O4S | ωB97M-V with the def2-TZVPD basis set

Calculated values
- DFT total energy (Eh) = -738.8538
- energy relative to the best compared isomer or geometry (same formula, charge and spin) (kcal per mole) = 59.8
- charge = -1
- multiplicity = 3
- E_LUMO (spin up / spin down) (eV) = 3.71 / 2.08
- maximum force (hartree/bohr) = 0.0960

Cartesian coordinates (Å):
C -0.71943 -1.07397 -1.19117
O -1.24295 -0.70768 1.33998
O -2.11745 0.87908 -0.21708
O 1.67889 0.71136 0.66480
O 2.25915 1.89853 0.97722
S -1.03394 -0.01010 0.08620
H -0.80739 -0.53370 -2.15904
H 0.22158 -1.43704 -0.95056
H 1.76155 0.27353 1.44965


C5H7N | ωB97M-V with the def2-TZVPD basis set

Calculated values
- DFT total energy (Eh) = -249.2464
- energy relative to the best compared isomer or geometry (same formula, charge and spin) (kcal per mole) = 142.3
- charge = 0
- multiplicity = 1
- E_LUMO (eV) = 0.96
- maximum force (hartree/bohr) = 0.0063

Cartesian coordinates (Å):
C 1.16922 -0.34119 0.61282
C 0.76893 0.78329 -0.29407
C 0.46327 -0.65542 -0.66049
C -1.04849 -0.30517 -0.63072
N -1.59365 0.02268 0.67325
C -0.73978 1.14315 -0.42766
H 2.23444 -0.55530 0.59258
H 0.74404 -0.49818 1.60392
H 1.51564 1.45370 -0.70688
H 0.90762 -1.26515 -1.44021
H -1.74919 -0.74861 -1.33661
H -0.99029 -0.22234 1.45152
H -1.68178 1.18853 0.56257


What is the maximum force in the first record?
0.0105 hartree/bohr